{
  "formula": "C48H39N14SZr",
  "method": "ωB97M-V/def2-TZVPD",
  "total_energy_ha": -3064.4944,
  "spin_multiplicity": 1,
  "relative_energy_kj_mol": 0.0,
  "orbital_gap_ev": [4.7, 4.7],
  "e_homo_ev": [-8.568, -8.567],
  "molar_mass_g_mol": 935.229,
  "total_charge": 1,
  "elements": ["Zr", "C", "C", "C", "C", "C", "N", "C", "C", "C", "C", "C", "C", "C", "C", "N", "C", "N", "C", "N", "C", "N", "C", "N", "C", "N", "C", "C", "C", "C", "C", "C", "C", "C", "C", "C", "C", "C", "C", "C", "N", "H", "H", "H", "H", "H", "H", "H", "H", "H", "H", "H", "H", "H", "H", "H", "H", "C", "C", "N", "C", "S", "N", "N", "C", "C", "C", "C", "C", "C", "C", "N", "H", "H", "H", "H", "H", "H", "H", "H", "H", "H", "H", "H", "H", "N", "C", "N", "C", "C", "C", "C", "C", "H", "H", "H", "H", "H", "H", "H", "H", "H", "H"],
  "xyz": [[-0.25783, 0.23007, 0.01068], [-2.27858, 4.34246, 5.03795], [-3.13451, 4.87116, 4.06177], [-3.08038, 4.43991, 2.74782], [-2.15348, 3.45224, 2.44787], [-1.81814, 2.78585, 1.19620], [-2.40927, 3.08844, 0.06723], [-1.93023, 2.70245, -1.10312], [-2.47563, 3.17991, -2.35998], [-3.58787, 3.96496, -2.65376], [-3.81818, 4.25923, -3.98248], [-2.95052, 3.80444, -4.99075], [-1.83660, 3.04415, -4.69465], [-1.61906, 2.72802, -3.35644], [-0.57336, 1.97163, -2.69166], [0.46658, 1.49091, -3.30981], [1.45623, 0.86106, -2.69429], [1.51768, 0.49225, -1.37274], [2.74547, -0.08156, -1.16677], [3.26872, -0.48951, -0.01692], [2.71117, -0.24334, 1.13763], [1.52640, 0.42507, 1.36655], [1.39506, 0.58798, 2.71445], [0.51233, 1.33331, 3.35206], [-0.44463, 1.97120, 2.73158], [-0.79902, 1.88959, 1.40425], [-1.30397, 2.93265, 3.41072], [-1.34359, 3.37028, 4.72726], [2.48354, -0.08321, 3.40205], [2.78601, -0.21387, 4.75276], [3.94588, -0.89125, 5.07761], [4.79425, -1.39962, 4.08234], [4.50075, -1.24864, 2.73949], [3.31660, -0.59686, 2.41463], [3.47433, -0.13879, -2.40991], [4.74842, -0.61353, -2.73143], [5.15353, -0.50261, -4.04262], [4.32391, 0.08428, -5.01913], [3.07836, 0.57701, -4.70010], [2.66084, 0.45510, -3.37261], [-0.84199, 1.91961, -1.33014], [-2.34616, 4.71447, 6.05073], [-3.84522, 5.63491, 4.34522], [-3.73945, 4.83562, 1.98926], [-4.23723, 4.32488, -1.86854], [-4.67378, 4.85976, -4.25858], [-3.15990, 4.06854, -6.01838], [-1.15693, 2.70499, -5.46319], [-0.67298, 2.96501, 5.47048], [2.13540, 0.19946, 5.50945], [4.21962, -1.01870, 6.11596], [5.70546, -1.90186, 4.37736], [5.17234, -1.59491, 1.97002], [5.38873, -1.04081, -1.97300], [6.13071, -0.86160, -4.33368], [4.68599, 0.16040, -6.03495], [2.44494, 1.04506, -5.43971], [-4.92644, 1.37484, 3.66439], [-4.67943, -0.12138, 3.63771], [-3.27712, -0.47237, 3.44240], [-2.66446, -0.48902, 2.24570], [-1.10143, -1.24618, 2.15855], [-3.29574, 0.04344, 1.21504], [-2.57749, -0.14063, 0.05516], [-3.24584, -0.20686, -1.04380], [-4.72314, -0.01058, -1.11707], [-2.45177, -0.56903, -2.23830], [-3.00842, -0.69070, -3.50227], [-2.22434, -1.17924, -4.53914], [-0.92073, -1.55253, -4.27908], [-0.42348, -1.35898, -2.99871], [-1.15317, -0.85728, -2.00933], [-5.97667, 1.57929, 3.86980], [-4.32390, 1.85938, 4.43327], [-4.67557, 1.80926, 2.70183], [-4.98570, -0.58140, 4.57781], [-5.25883, -0.58552, 2.83782], [-2.77023, -0.89547, 4.20106], [-5.18130, -0.34360, -0.18918], [-4.94054, 1.05556, -1.21928], [-5.16686, -0.53777, -1.95689], [-4.03448, -0.40955, -3.67625], [-2.63991, -1.27931, -5.53207], [-0.28070, -1.96134, -5.04698], [0.60608, -1.59696, -2.76052], [0.59078, -1.93999, -0.12486], [1.24820, -2.89145, -0.04989], [1.97871, -3.95554, 0.02450], [2.59932, -4.52787, -1.17985], [4.11548, -4.42450, -1.08865], [4.61190, -4.73857, 0.33559], [3.54293, -5.42373, 1.18152], [2.32098, -4.52697, 1.34556], [2.20440, -3.99567, -2.04468], [2.26845, -5.56518, -1.25755], [4.41860, -3.41701, -1.37455], [4.55203, -5.10947, -1.81712], [4.89362, -3.81041, 0.82781], [5.50856, -5.35590, 0.29693], [3.92473, -5.65394, 2.17622], [3.25438, -6.37778, 0.73542], [2.54546, -3.69459, 2.02320], [1.46222, -5.07517, 1.73667]],
  "forces_ev_per_angstrom": [[0.239, -0.863, 0.222], [-0.022, 0.046, -0.030], [0.040, -0.007, 0.031], [0.002, -0.113, 0.041], [-0.145, -0.015, -0.030], [-0.028, 0.002, -0.040], [-0.003, 0.048, 0.158], [0.021, -0.051, -0.096], [-0.058, 0.032, 0.051], [0.038, -0.031, -0.012], [0.025, -0.007, -0.031], [-0.028, 0.023, 0.025], [0.001, -0.013, 0.064], [0.046, -0.008, -0.071], [-0.057, -0.010, 0.035], [0.021, -0.005, -0.048], [0.034, -0.015, 0.049], [-0.019, -0.012, -0.089], [0.044, 0.028, -0.038], [-0.021, -0.009, 0.067], [0.044, -0.045, 0.043], [-0.205, -0.088, 0.142], [0.235, 0.052, -0.186], [-0.105, 0.023, 0.052], [-0.058, -0.035, -0.062], [-0.032, 0.093, 0.057], [0.060, 0.049, 0.082], [-0.035, -0.029, -0.066], [0.018, 0.029, 0.055], [0.010, -0.020, -0.067], [0.016, -0.007, 0.001], [-0.005, 0.026, 0.018], [-0.076, 0.055, 0.055], [0.055, 0.005, -0.063], [0.061, -0.051, 0.070], [-0.063, 0.005, -0.017], [-0.020, 0.010, -0.010], [0.022, 0.005, 0.014], [0.011, -0.012, 0.058], [-0.071, 0.030, -0.079], [-0.098, 0.132, -0.059], [-0.013, 0.000, 0.036], [-0.024, 0.018, 0.012], [-0.006, 0.040, -0.046], [-0.021, 0.014, 0.030], [-0.022, 0.013, -0.007], [-0.007, 0.002, -0.023], [0.027, -0.012, -0.028], [0.041, -0.012, 0.029], [-0.023, 0.024, 0.027], [-0.002, -0.015, 0.017], [0.022, -0.015, 0.007], [0.062, -0.080, -0.094], [0.027, -0.022, 0.038], [0.037, -0.010, -0.013], [0.007, -0.008, -0.035], [-0.026, 0.031, -0.024], [-0.011, 0.034, 0.031], [0.042, -0.066, 0.020], [0.025, -0.048, -0.123], [-0.045, 0.196, 0.003], [0.096, 0.174, -0.215], [0.054, -0.204, 0.040], [-0.254, 0.232, -0.041], [0.011, 0.104, 0.018], [0.021, -0.082, 0.060], [-0.024, -0.021, -0.031], [0.104, -0.025, 0.072], [-0.015, 0.001, 0.044], [0.033, 0.003, 0.047], [0.009, -0.015, -0.028], [-0.064, 0.245, 0.061], [-0.044, 0.002, 0.021], [0.024, 0.011, 0.025], [0.045, 0.077, -0.105], [-0.003, 0.020, -0.017], [-0.025, 0.005, -0.012], [0.003, 0.015, -0.039], [0.013, -0.002, 0.003], [0.004, 0.032, -0.008], [-0.007, -0.011, 0.008], [-0.032, 0.010, -0.015], [-0.006, 0.002, -0.028], [0.004, -0.006, -0.015], [-0.025, -0.018, -0.012], [0.161, -0.050, 0.041], [-0.170, 0.304, -0.125], [0.029, -0.085, 0.067], [-0.083, -0.040, -0.064], [-0.004, 0.008, -0.054], [0.011, -0.054, 0.014], [-0.042, -0.040, 0.074], [0.075, 0.063, 0.063], [0.033, -0.010, 0.004], [0.026, 0.009, -0.024], [0.020, 0.020, -0.014], [-0.022, -0.009, -0.003], [0.045, 0.137, 0.095], [-0.002, 0.004, 0.009], [0.016, -0.001, -0.003], [-0.014, -0.008, -0.012], [-0.013, -0.120, -0.075], [0.027, -0.003, 0.022]]
}

***

{
  "formula": "C4H12NO2S",
  "method": "ωB97M-V/def2-TZVPD",
  "total_energy_ha": -762.9460,
  "spin_multiplicity": 1,
  "relative_energy_kj_mol": 313.0,
  "orbital_gap_ev": 5.3,
  "e_homo_ev": -3.280,
  "molar_mass_g_mol": 138.212,
  "total_charge": -1,
  "elements": ["C", "C", "C", "S", "N", "C", "O", "H", "H", "H", "H", "H", "H", "H", "H", "H", "H", "H", "H", "O"],
  "xyz": [[-0.58346, 1.07720, -0.23933], [0.56158, 0.49043, 0.60555], [1.92072, 0.96287, 0.07312], [2.14794, 2.77587, 0.20560], [0.35690, -0.95658, 0.72699], [-0.13878, -1.62179, -0.49798], [-1.44597, -1.92247, -0.47403], [-0.53251, 2.16059, -0.18658], [-0.52355, 0.82025, -1.30423], [-1.50936, 0.67413, 0.17799], [0.44262, 1.08136, 1.50554], [2.81096, 0.62199, 0.62160], [2.09331, 0.66944, -0.96981], [2.14328, 2.74091, -1.67800], [1.23484, -1.34913, 1.03401], [0.17829, -1.21955, -1.46715], [0.47407, -2.59008, -0.39943], [-3.62727, -2.04540, 1.05075], [-2.57899, -1.25087, 0.31967], [-3.42464, -1.11918, 0.89572]],
  "forces_ev_per_angstrom": [[0.223, -0.097, -0.167], [-0.760, 0.563, -1.045], [0.792, -0.569, -0.038], [-0.089, -0.040, -4.892], [0.819, 2.080, 0.158], [-0.164, -3.307, 0.847], [0.155, 0.616, -0.388], [-0.258, 0.157, 0.141], [-0.024, -0.192, 0.249], [-0.002, 0.293, -0.227], [-0.013, -0.524, 1.145], [-0.557, -0.583, 0.171], [-0.198, 0.015, 0.344], [0.003, 0.782, 4.131], [0.026, -0.384, -0.037], [0.383, 0.847, -0.056], [-0.213, 0.384, -0.477], [-0.092, 0.008, 0.110], [-0.177, -0.131, 0.250], [0.147, 0.083, -0.220]]
}

***

{
  "formula": "C5H3NO",
  "method": "ωB97M-V/def2-TZVPD",
  "total_energy_ha": -322.1960,
  "spin_multiplicity": 1,
  "relative_energy_kj_mol": 251.6,
  "orbital_gap_ev": 10.0,
  "smiles": "N#CC=C=O.C#C",
  "e_homo_ev": -9.948,
  "molar_mass_g_mol": 93.085,
  "elements": ["N", "C", "C", "C", "O", "H", "C", "C", "H", "H"],
  "xyz": [[-2.57799, -0.87459, 0.47953], [-1.59771, -0.96616, -0.13449], [-0.46732, -1.16489, -0.96628], [0.78971, -0.77663, -0.79285], [1.92490, -0.55119, -0.80597], [-0.57822, -1.76927, -1.85906], [1.14130, 1.66266, 0.89441], [0.00554, 1.44772, 1.22945], [2.14945, 1.82797, 0.57944], [-1.00449, 1.24936, 1.52064]],
  "forces_ev_per_angstrom": [[1.074, 0.007, -0.567], [-0.736, 0.087, 0.547], [0.121, -0.080, -0.063], [0.798, 0.009, -0.123], [-1.071, -0.219, 0.069], [-0.090, 0.004, -0.033], [-0.552, -0.029, 0.205], [0.505, 0.146, -0.111], [-0.202, 0.015, 0.100], [0.154, 0.062, -0.024]]
}

***

{
  "formula": "C4H11OS2",
  "method": "ωB97M-V/def2-TZVPD",
  "total_energy_ha": -1030.5798,
  "spin_multiplicity": 1,
  "relative_energy_kj_mol": 230.2,
  "orbital_gap_ev": 5.9,
  "e_homo_ev": -2.401,
  "molar_mass_g_mol": 139.265,
  "total_charge": -1,
  "elements": ["C", "O", "C", "H", "H", "H", "H", "H", "C", "C", "S", "S", "H", "H", "H", "H", "H", "H"],
  "xyz": [[1.71274, -0.48035, 0.72876], [0.66527, -0.77498, -0.17824], [1.34084, -0.88279, 2.14801], [1.91988, 0.61960, 0.72816], [2.70212, -0.92042, 0.46254], [2.22020, -0.80025, 2.83229], [0.95400, -1.88772, 2.15583], [0.48412, -0.24496, 2.49564], [-1.32320, -0.65738, -2.21583], [-1.24347, 0.72095, -1.46285], [-1.11965, 0.38817, 0.31910], [-1.56157, 2.47183, 1.10964], [-2.25334, -1.13858, -1.91796], [-0.50204, -1.26297, -1.83082], [-1.22453, -0.58252, -3.31519], [-2.14560, 1.35419, -1.63942], [-0.34442, 1.29443, -1.79458], [-0.28134, 2.78375, 1.37494]],
  "forces_ev_per_angstrom": [[-1.258, 0.530, -0.809], [1.680, -1.168, 0.016], [-0.131, 0.897, 0.643], [-0.075, -0.177, 0.104], [-0.489, -0.218, -0.197], [-0.656, 0.001, -0.213], [0.055, -0.617, -0.027], [0.924, -0.399, -0.107], [0.208, 0.844, 0.629], [0.258, 0.101, -0.954], [0.865, 1.483, 0.836], [-0.999, -0.024, -0.234], [-0.171, -0.105, -0.285], [0.032, -0.006, -0.137], [-0.238, 0.196, 0.489], [0.629, -0.545, 0.147], [-0.589, -0.456, 0.283], [-0.046, -0.337, -0.185]]
}